Entry from OMol25: a structure of composition C43H48BrN5O3STa (ωB97M-V/def2-TZVPD).

Each line ends with the Mulliken charge.
Positions of all 102 atoms, in Å:
Ta (-0.0560, 0.1973, -0.3344)  1.46
C (4.9714, -3.5715, 1.3716)  -1.16
C (4.3569, -3.4389, -0.0234)  -1.37
C (2.9281, -2.9950, 0.0236)  0.72
C (1.8124, -3.7663, 0.0570)  0.72
C (1.7189, -5.2575, -0.0312)  -1.23
C (1.4039, -5.7299, -1.4530)  -1.17
C (0.6940, -2.8716, 0.1499)  0.33
N (1.1141, -1.5548, 0.1971)  -0.56
C (2.4888, -1.6319, 0.1198)  0.37
C (3.3278, -0.5491, 0.1631)  -0.41
C (2.9271, 0.7349, 0.4299)  0.24
C (3.8305, 1.8199, 0.6630)  0.48
C (5.3145, 1.7598, 0.4793)  -1.33
C (5.7301, 1.9118, -0.9855)  -1.18
C (3.0780, 2.8819, 1.0507)  0.84
C (1.7135, 2.4563, 1.0306)  0.47
C (0.6567, 3.2459, 1.3867)  -0.82
C (-0.6585, 2.8541, 1.3477)  0.07
N (-1.0970, 1.5984, 0.9557)  -0.67
C (-2.4787, 1.6827, 1.0448)  0.41
C (-3.3341, 0.6424, 0.7894)  -0.57
C (-2.9371, -0.6415, 0.5261)  0.18
N (-1.6137, -1.0517, 0.4161)  -0.61
C (-1.6950, -2.4296, 0.2959)  0.58
C (-0.6151, -3.2712, 0.1854)  -0.78
C (-3.0563, -2.8687, 0.3233)  0.55
C (-3.8284, -1.7564, 0.4487)  0.98
C (-5.3172, -1.6614, 0.5708)  -1.45
C (-5.8006, -1.6093, 2.0220)  -0.91
C (-3.4916, -4.3001, 0.2780)  -1.31
C (-3.3806, -5.0023, 1.6339)  -1.09
C (-2.8914, 2.9789, 1.4788)  0.72
C (-1.7581, 3.7043, 1.6809)  0.69
C (-1.6399, 5.1333, 2.1118)  -1.21
C (-1.5114, 6.0895, 0.9235)  -1.14
C (-4.3080, 3.3941, 1.7253)  -1.44
C (-4.8247, 2.9418, 3.0937)  -1.05
N (1.6080, 1.1286, 0.6286)  -0.56
C (3.5441, 4.2457, 1.4568)  -1.34
C (3.5984, 4.4195, 2.9769)  -1.12
H (6.0240, -3.8470, 1.3126)  0.40
H (4.4512, -4.3345, 1.9525)  0.34
H (4.8965, -2.6326, 1.9234)  0.28
H (4.4145, -4.3942, -0.5479)  0.46
H (4.9439, -2.7396, -0.6230)  0.46
H (0.9607, -5.6239, 0.6650)  0.48
H (2.6613, -5.6943, 0.3028)  0.44
H (0.4538, -5.3226, -1.8039)  0.26
H (1.3443, -6.8167, -1.5061)  0.42
H (2.1784, -5.3985, -2.1464)  0.32
H (4.3889, -0.7300, 0.0644)  0.40
H (5.7024, 0.8200, 0.8799)  0.50
H (5.7744, 2.5457, 1.0801)  0.46
H (5.2397, 1.1663, -1.6145)  0.28
H (6.8081, 1.7975, -1.0969)  0.41
H (5.4503, 2.8952, -1.3662)  0.33
H (0.8707, 4.2579, 1.7007)  0.44
H (-4.3950, 0.8326, 0.8738)  0.53
H (-0.8159, -4.3324, 0.1283)  0.45
H (-5.7658, -2.5182, 0.0660)  0.39
H (-5.6705, -0.7807, 0.0297)  0.47
H (-5.5582, -2.5338, 2.5476)  0.25
H (-6.8804, -1.4695, 2.0696)  0.38
H (-5.3280, -0.7897, 2.5673)  0.17
H (-2.9007, -4.8397, -0.4664)  0.43
H (-4.5232, -4.3432, -0.0744)  0.38
H (-2.3476, -5.0188, 1.9868)  0.28
H (-3.7328, -6.0319, 1.5734)  0.41
H (-3.9754, -4.4862, 2.3887)  0.24
H (-0.7808, 5.2482, 2.7768)  0.48
H (-2.5140, 5.3981, 2.7090)  0.43
H (-0.6164, 5.8708, 0.3374)  0.27
H (-1.4525, 7.1262, 1.2538)  0.41
H (-2.3705, 5.9958, 0.2570)  0.32
H (-4.9515, 3.0015, 0.9343)  0.49
H (-4.3741, 4.4807, 1.6467)  0.43
H (-4.7364, 1.8601, 3.2150)  0.21
H (-5.8726, 3.2119, 3.2229)  0.39
H (-4.2532, 3.4063, 3.8987)  0.33
H (2.8965, 5.0026, 1.0082)  0.44
H (4.5351, 4.4195, 1.0357)  0.48
H (2.6153, 4.2852, 3.4318)  0.29
H (3.9616, 5.4109, 3.2468)  0.39
H (4.2668, 3.6826, 3.4252)  0.33
O (0.5231, 2.7676, -1.6556)  -0.28
S (-0.8295, 2.4838, -2.1556)  0.17
N (-1.4159, 1.2125, -1.6348)  -0.31
Br (-0.4556, 0.1109, -8.7410)  -0.15
C (-0.2091, -0.1174, -6.8920)  0.10
C (-1.1500, -0.8422, -6.1710)  -0.61
C (-0.9688, -1.0053, -4.8101)  -0.49
C (0.1435, -0.4466, -4.1879)  -0.21
C (1.0779, 0.2818, -4.9203)  -0.26
C (0.9054, 0.4453, -6.2837)  -0.65
C (0.2927, -0.5661, -2.7433)  1.05
O (1.1847, 0.1080, -2.0841)  -0.67
O (-0.4995, -1.2337, -2.0155)  -0.64
H (-2.0094, -1.2661, -6.6706)  0.44
H (-1.6890, -1.5550, -4.2190)  0.46
H (1.9320, 0.7193, -4.4203)  0.50
H (1.6210, 1.0032, -6.8703)  0.45

As for the total charge: +1. The calculation puts the HOMO-LUMO gap at 5.80 eV.

***

Entry from OMol25: a structure of composition C36H43N2ReSSi2 (ωB97M-V/def2-TZVPD).

Each line ends with the Mulliken charge.
Positions of all 85 atoms, in Å:
Re (-0.3520, -1.3196, 0.3195)  0.48
C (2.8667, 3.7633, -0.8060)  -1.46
C (2.9306, 3.8426, 0.7270)  2.09
C (4.0782, 4.7722, 1.1196)  -2.33
C (1.6171, 4.4285, 1.2609)  -1.39
C (3.1140, 2.4317, 1.2848)  -0.65
C (4.2118, 2.0704, 2.0848)  -0.30
C (4.4125, 0.7787, 2.5305)  -1.21
C (3.4725, -0.1838, 2.1863)  1.21
S (3.5283, -1.9034, 2.4352)  -0.36
C (2.0713, -2.0797, 1.5690)  0.65
N (1.5181, -0.9328, 1.1896)  0.43
C (2.3419, 0.1676, 1.4520)  -1.71
C (2.1688, 1.4618, 0.9835)  1.38
C (1.5239, -3.3317, 1.0604)  0.24
C (2.1666, -4.5543, 1.2616)  -1.03
C (1.7753, -5.6655, 0.5410)  -1.01
C (0.7667, -5.5508, -0.4082)  -0.69
C (0.0991, -4.3457, -0.5930)  -0.20
C (0.4378, -3.2368, 0.1628)  0.30
H (2.7588, 4.7643, -1.2237)  0.53
H (2.0148, 3.1726, -1.1484)  0.11
H (3.7792, 3.3249, -1.2122)  0.35
H (3.9136, 5.7527, 0.6744)  0.42
H (5.0401, 4.4068, 0.7594)  0.48
H (4.1381, 4.9097, 2.1995)  0.44
H (1.4835, 5.4422, 0.8847)  0.52
H (1.6165, 4.4674, 2.3510)  0.35
H (0.7552, 3.8409, 0.9380)  0.14
H (4.9474, 2.8156, 2.3447)  0.61
H (5.2869, 0.5259, 3.1128)  0.45
H (1.3127, 1.6987, 0.3678)  -0.04
H (2.9978, -4.6240, 1.9518)  0.50
H (2.2775, -6.6101, 0.6901)  0.44
H (0.4927, -6.4084, -1.0069)  0.48
H (-0.6958, -4.2833, -1.3259)  0.70
C (-1.9720, -1.1717, 3.0587)  -0.92
Si (-2.2811, 0.3595, 2.0137)  0.25
C (-0.9163, 1.5616, 2.4132)  -0.93
C (-3.9185, 1.1527, 2.3627)  -1.10
C (-2.1997, -0.2362, 0.1603)  1.99
C (-3.0506, -1.4424, 0.1220)  -1.46
C (-4.4136, -1.6530, -0.0151)  -0.64
C (-4.8739, -2.9504, 0.1243)  -0.61
C (-3.9805, -3.9886, 0.3897)  -1.14
C (-2.6336, -3.7166, 0.4645)  -0.34
N (-2.1918, -2.4581, 0.3053)  0.01
Si (-2.4864, 0.9985, -1.2751)  0.21
C (-0.9729, 2.0805, -1.4625)  -0.21
C (-3.9687, 2.0836, -0.9617)  -1.27
C (-2.8611, -0.0305, -2.7856)  -1.03
H (-1.9323, -0.8608, 4.1050)  0.53
H (-1.0008, -1.6639, 2.8764)  0.07
H (-2.7419, -1.9368, 2.9627)  0.34
H (-1.0984, 1.9018, 3.4366)  0.63
H (-0.9303, 2.4461, 1.7771)  0.08
H (0.0906, 1.1472, 2.4109)  0.30
H (-3.9933, 1.2893, 3.4435)  0.44
H (-4.7714, 0.5559, 2.0432)  0.33
H (-3.9859, 2.1351, 1.8981)  0.35
H (-5.0844, -0.8284, -0.2010)  0.54
H (-5.9319, -3.1600, 0.0446)  0.52
H (-4.3303, -4.9992, 0.5381)  0.48
H (-1.9029, -4.4836, 0.6695)  0.66
H (-0.4513, 2.2179, -0.5154)  -0.56
H (-1.2793, 3.0715, -1.8005)  0.70
H (-0.2637, 1.6914, -2.1927)  0.21
H (-3.8065, 2.8467, -0.2001)  0.35
H (-4.8722, 1.5318, -0.7064)  0.33
H (-4.1692, 2.6056, -1.9004)  0.42
H (-2.2038, -0.8875, -2.9202)  0.12
H (-2.7807, 0.5906, -3.6799)  0.53
H (-3.8883, -0.3966, -2.7416)  0.41
C (0.1881, -1.0294, -1.2813)  0.71
C (0.7929, -0.8864, -2.5588)  0.08
C (1.8644, 0.0113, -2.6896)  -0.09
C (2.5002, 0.1324, -3.9102)  -0.90
C (2.0800, -0.6372, -4.9894)  -0.50
C (1.0257, -1.5348, -4.8587)  -0.99
C (0.3760, -1.6646, -3.6463)  -0.23
H (2.1846, 0.5975, -1.8394)  0.54
H (3.3232, 0.8238, -4.0240)  0.50
H (2.5807, -0.5380, -5.9427)  0.44
H (0.7113, -2.1285, -5.7053)  0.46
H (-0.4462, -2.3577, -3.5346)  0.49

As for the total charge: +2. The calculation puts the HOMO-LUMO gap at 6.45 eV.

***

Entry from OMol25: a structure of composition C2H8InN4O2 (ωB97M-V/def2-TZVPD).

Each line ends with the Mulliken charge.
Positions of all 17 atoms, in Å:
In (-0.5286, -0.7114, -3.5547)  1.19
C (1.2791, -1.7200, 0.0366)  0.68
O (0.5128, -1.4396, -0.9119)  -0.35
N (0.8850, -1.6276, 1.3421)  -0.27
N (2.5010, -2.2402, -0.1907)  -0.24
H (1.3303, -2.2351, 2.0273)  0.30
H (-0.0761, -1.3418, 1.4933)  0.28
H (3.0994, -2.6190, 0.5423)  0.27
H (2.8062, -2.2983, -1.1584)  0.28
C (-1.3218, 1.7879, -0.2871)  0.69
O (-0.9178, 1.1869, -1.3513)  -0.33
N (-0.4610, 2.2852, 0.5919)  -0.30
N (-2.6515, 1.9997, -0.1821)  -0.24
H (-0.7341, 2.7354, 1.4578)  0.26
H (0.5114, 2.0365, 0.4837)  0.26
H (-3.0049, 2.5363, 0.6059)  0.26
H (-3.2294, 1.6650, -0.9449)  0.28

As for the total charge: +3. The calculation puts the HOMO-LUMO gap at 3.47 eV.

***

Entry from OMol25: a structure of composition C57H73IN6O5STi (ωB97M-V/def2-TZVPD).

Each line ends with the Mulliken charge.
Positions of all 144 atoms, in Å:
Ti (0.0478, 0.1744, -0.2316)  -2.12
C (4.0714, 2.0055, -6.0088)  -1.39
C (4.3203, 0.6449, -5.3472)  1.84
C (5.6054, 0.7138, -4.5083)  -1.73
C (4.5480, -0.3979, -6.4485)  -2.23
C (3.1403, 0.2933, -4.4532)  0.02
C (2.9836, 0.9138, -3.2305)  -0.74
C (1.9242, 0.5411, -2.3915)  -0.08
N (1.6426, 0.9659, -1.1474)  0.99
C (2.3720, 1.7755, -0.3354)  0.28
C (3.1026, 2.9126, -0.6629)  -0.17
C (3.7485, 3.6265, 0.3319)  0.02
C (3.7711, 3.0714, 1.6115)  -0.70
C (3.0748, 1.9274, 1.9906)  0.07
C (2.2426, 1.3181, 1.0261)  -0.13
O (1.3540, 0.3734, 1.1978)  -0.29
C (3.3093, 1.4111, 3.4082)  2.43
C (3.0867, 2.5272, 4.4402)  -1.80
C (4.7702, 0.9334, 3.4739)  -1.77
C (2.4082, 0.2367, 3.7923)  -2.14
C (4.3466, 4.9829, -0.0021)  2.24
C (5.1487, 5.5801, 1.1567)  -2.34
C (5.2722, 4.8816, -1.2211)  -1.78
C (3.1805, 5.9301, -0.3213)  -1.40
C (1.0668, -0.5618, -2.7337)  -0.12
O (0.2865, -0.9748, -1.7674)  0.54
C (1.1914, -1.1435, -4.0126)  -0.32
C (2.1991, -0.6722, -4.8372)  -0.23
C (0.2940, -2.3045, -4.4209)  2.92
C (-1.1733, -1.9026, -4.2205)  -1.06
C (0.6433, -3.5055, -3.5289)  -1.45
C (0.4761, -2.7235, -5.8829)  -2.32
H (4.9149, 2.2687, -6.6441)  0.46
H (3.9431, 2.7847, -5.2637)  0.16
H (3.1718, 1.9740, -6.6192)  0.25
H (6.4660, 0.8298, -5.1640)  0.45
H (5.7309, -0.2001, -3.9309)  0.36
H (5.5943, 1.5567, -3.8242)  0.35
H (5.4702, -0.1652, -6.9775)  0.47
H (3.7420, -0.3945, -7.1782)  0.33
H (4.6412, -1.3949, -6.0229)  0.44
H (3.6881, 1.6491, -2.8845)  0.41
H (3.0724, 3.2826, -1.6708)  0.12
H (4.3518, 3.5690, 2.3702)  0.57
H (3.8503, 3.2977, 4.3815)  0.38
H (3.1202, 2.1083, 5.4429)  0.52
H (2.1144, 2.9912, 4.2929)  0.27
H (5.4588, 1.7367, 3.2244)  0.31
H (4.9275, 0.1187, 2.7695)  0.41
H (5.0064, 0.5778, 4.4747)  0.48
H (1.3829, 0.5701, 3.9220)  0.30
H (2.7496, -0.1825, 4.7380)  0.51
H (2.4334, -0.5471, 3.0398)  0.34
H (5.9812, 4.9353, 1.4308)  0.40
H (4.5169, 5.7376, 2.0275)  0.40
H (5.5518, 6.5461, 0.8577)  0.47
H (6.0472, 4.1382, -1.0487)  0.37
H (5.7475, 5.8428, -1.4038)  0.52
H (4.7232, 4.6089, -2.1162)  0.30
H (2.5192, 6.0221, 0.5381)  0.21
H (2.5949, 5.5615, -1.1576)  0.21
H (3.5609, 6.9165, -0.5749)  0.47
H (2.2912, -1.1035, -5.8166)  0.54
H (-1.3504, -1.5762, -3.1995)  -0.03
H (-1.8298, -2.7426, -4.4421)  0.51
H (-1.4289, -1.0795, -4.8859)  -0.10
H (0.6398, -3.2106, -2.4824)  0.13
H (1.6364, -3.8777, -3.7734)  0.34
H (-0.0702, -4.3149, -3.6761)  0.43
H (0.2711, -1.8943, -6.5550)  0.41
H (-0.2176, -3.5281, -6.1154)  0.45
H (1.4813, -3.0906, -6.0694)  0.42
N (-1.2325, 0.5041, 3.6790)  -0.59
C (-2.4772, 0.8886, 3.0230)  -1.15
C (-2.5123, 0.3789, 1.5657)  0.43
O (-3.5305, -0.0514, 1.0472)  -0.67
O (-1.3571, 0.3920, 1.0096)  1.64
H (-0.4852, 0.6559, 2.9983)  -0.14
H (-1.2430, -0.4969, 3.8673)  0.23
H (-2.5194, 1.9834, 3.0005)  0.29
H (-3.3366, 0.5211, 3.5860)  0.44
C (-2.4198, 1.9673, -6.8229)  -1.49
C (-1.4990, 2.3948, -5.6834)  0.05
N (-1.8809, 3.6756, -5.1320)  0.70
C (-1.7271, 4.8453, -5.9807)  -0.81
C (-3.0752, 5.3965, -6.4280)  -1.26
C (-2.2474, 3.9053, -3.8586)  -0.18
O (-2.5299, 5.0232, -3.4552)  -0.75
C (-2.3535, 2.6980, -2.9758)  -1.49
C (-3.4764, 1.9391, -3.0528)  -0.20
C (-3.5629, 0.7161, -2.3601)  -1.76
C (-2.4366, 0.2671, -1.6951)  -0.03
N (-1.3125, 0.9452, -1.5828)  2.04
C (-1.2040, 2.2738, -2.1126)  2.56
H (-2.1549, 0.9709, -7.1615)  0.40
H (-2.3310, 2.6413, -7.6699)  0.40
H (-3.4541, 1.9569, -6.4899)  0.35
H (-0.4709, 2.4721, -6.0522)  0.28
H (-1.5186, 1.6373, -4.8977)  -0.22
H (-1.1104, 4.5650, -6.8349)  0.51
H (-1.1941, 5.6066, -5.4034)  0.41
H (-3.6186, 4.6560, -7.0089)  0.26
H (-2.9258, 6.2821, -7.0382)  0.44
H (-3.6636, 5.6660, -5.5553)  0.29
H (-4.2969, 2.2611, -3.6783)  0.63
H (-4.4623, 0.1277, -2.3800)  0.56
H (-2.4488, -0.7144, -1.2248)  -0.26
H (-0.2711, 2.3460, -2.7664)  -1.43
N (-0.1056, -1.8462, 0.5991)  0.43
S (-1.4017, -2.2328, 1.4014)  0.44
C (-0.9305, -3.3552, 2.7640)  0.62
C (0.0732, -4.2971, 2.6373)  -0.76
C (0.3687, -5.1284, 3.7049)  -0.76
C (-0.3368, -5.0165, 4.8925)  -0.52
C (-1.3402, -4.0686, 5.0156)  -0.86
C (-1.6366, -3.2333, 3.9508)  -0.23
C (-2.2788, -3.5485, 0.4868)  0.76
C (-2.0076, -3.7315, -0.8560)  0.23
C (-2.7035, -4.6969, -1.5664)  -0.79
C (-3.6731, -5.4576, -0.9360)  -0.65
C (-3.9598, -5.2452, 0.4031)  -0.70
C (-3.2661, -4.2849, 1.1188)  -0.74
H (0.4995, -2.6196, 0.3338)  0.04
H (0.6163, -4.3961, 1.7100)  0.35
H (1.1484, -5.8668, 3.6047)  0.43
H (-0.1065, -5.6721, 5.7179)  0.41
H (-1.8929, -3.9784, 5.9383)  0.43
H (-2.4251, -2.4978, 4.0344)  0.47
H (-1.2613, -3.1126, -1.3336)  -0.10
H (-2.4907, -4.8509, -2.6132)  0.37
H (-4.2117, -6.2140, -1.4869)  0.41
H (-4.7273, -5.8266, 0.8899)  0.42
H (-3.4924, -4.1147, 2.1594)  0.45
I (1.2908, 3.9067, -3.8635)  -0.46
C (-0.8345, 3.1824, -0.9386)  0.50
C (-1.0026, 4.5614, -0.9456)  -0.51
C (-0.6311, 5.2839, 0.1747)  -0.94
C (-0.1392, 4.6052, 1.2790)  -1.65
C (0.0090, 3.2323, 1.1876)  -0.30
N (-0.2971, 2.5396, 0.0968)  1.22
H (-1.4274, 5.0607, -1.8026)  0.60
H (-0.7345, 6.3592, 0.1781)  0.50
H (0.1330, 5.1227, 2.1874)  0.54
H (0.4016, 2.6664, 2.0221)  0.50

As for the total charge: 0. The expectation value of S² is 2.063. As for the spin multiplicity: 3. The calculation puts the HOMO-LUMO gap (spin up / spin down) at 6.99 / 4.89 eV.

***

Record order is preserved below.
Energy above the lowest of the compared OMol25 structures with the same formula, charge and spin: 32.3; 20.7; 139.3; 99.5 kJ/mol